1.
This record from OMol25 describes an isolated molecule of C6H11O2P at a distorted geometry. The level of theory is ωB97M-V with the def2-TZVPD basis set.

Last column: Mulliken charge in e.
Atoms and positions in Å:
C 1.1589 1.1306 -0.6247  -0.356
C -0.1596 1.2630 -0.6419  -0.621
C -0.4850 -0.8826 1.2234  -0.974
C 1.8319 0.0154 -0.0737  0.383
C 2.0989 -1.1850 -1.0256  -1.077
C -2.8757 0.7070 0.1742  -1.155
O -1.4204 -1.0127 -1.2541  -0.728
O 2.7937 0.2501 0.9178  -0.500
P -1.2601 -0.1579 -0.1072  0.975
H 1.6356 2.0593 -0.9680  0.340
H -0.4794 2.0743 -1.1404  0.530
H -0.4387 -1.9334 1.1706  0.307
H 0.0512 -0.3396 1.9306  0.506
H 2.4521 -1.9912 -0.5671  0.442
H 2.7383 -0.9026 -1.9006  0.298
H 1.1225 -1.3766 -1.4339  0.269
H -2.8744 1.6933 0.7550  0.310
H -3.2764 0.9259 -0.7337  0.362
H -3.5395 0.0823 0.7880  0.340
H 3.3192 -0.4634 1.3379  0.349

Force components x, y, z for each atom (eV/Å):
C -0.6 2.2 0.4
C 0.4 -3.5 1.8
C 0.6 0.4 -0.8
C 2.7 -3.5 1.0
C -1.8 4.7 -1.6
C 1.3 0.5 4.3
O -0.4 -2.5 -2.5
O -0.9 0.8 -0.5
P -0.3 4.1 0.2
H 0.8 -0.7 0.1
H -1.8 2.8 -1.6
H 0.0 -1.1 0.3
H 0.6 0.7 1.3
H 1.6 -3.4 2.1
H -0.2 0.0 0.8
H -0.4 -0.5 -0.4
H 0.6 -1.2 -0.7
H -1.2 0.3 -2.8
H 0.1 -0.1 -0.5
H -1.0 0.0 -1.2

Summary:
Spin multiplicity: 1
Strongest force on any atom in hartree/bohr: 0.1022
Highest occupied orbital energy (spin up / spin down) in eV: -8.8 / -7.6
DFT total energy in eV: -19780.23635
Kohn-Sham gap (spin up / spin down) in Ha: 0.3252 / 0.2475
Energy relative to the best compared isomer or geometry (same formula, charge and spin) in eV: 3.496

2.
This record from OMol25 describes a structure of composition C5H14N2 at a distorted geometry. The level of theory is ωB97M-V with the def2-TZVPD basis set.

Last column: Mulliken charge in e.
Atoms and positions in Å:
N 1.2402 0.3476 -2.6145  -0.641
C 0.2086 0.3320 -1.6906  0.324
C -1.0005 -0.3103 -2.4041  -1.094
C 0.5881 -0.4486 -0.4819  -0.610
N -0.5150 -0.4477 0.5105  -0.496
C -0.0092 0.2117 2.1853  -0.529
C -0.7235 0.2759 3.5232  -1.108
H 2.1289 0.7352 -2.4942  0.202
H 1.4928 -0.5566 -3.0785  0.236
H -0.0594 1.3817 -1.4886  0.261
H -0.5116 -1.2627 -2.7815  0.262
H -1.1230 0.4104 -3.2590  0.294
H -1.8469 -0.4191 -1.6912  0.336
H 0.7308 -1.5190 -0.7639  0.275
H 1.6013 -0.1217 -0.1931  0.312
H -0.3192 -0.8407 1.7432  0.348
H -0.3313 0.8071 1.2012  0.306
H 1.0360 0.2335 2.3600  0.319
H -1.5852 -0.3133 3.4206  0.388
H 0.0412 0.2223 4.2350  0.326
H -1.0429 1.2825 3.7624  0.289

Force components x, y, z for each atom (eV/Å):
N 1.5 -2.0 -3.8
C -1.8 0.5 0.3
C 1.5 0.6 -0.4
C 0.5 -1.2 2.1
N -1.3 -0.9 -1.1
C 0.8 2.0 -0.6
C -0.5 2.3 -2.3
H 1.0 1.3 1.2
H -1.0 0.8 0.7
H 0.1 -0.3 0.5
H -1.4 0.6 0.3
H -0.7 -1.1 0.6
H 0.5 -0.1 -0.9
H 0.0 0.5 -0.1
H -0.5 0.1 0.6
H 0.7 -0.9 -0.7
H 0.4 0.5 2.0
H 1.1 -0.3 -0.7
H -1.0 -1.3 1.2
H 0.7 -1.7 1.4
H -0.6 0.5 -0.4

Summary:
Spin multiplicity: 1
Strongest force on any atom in hartree/bohr: 0.0892
Highest occupied orbital energy in eV: -7.4
DFT total energy in eV: -8385.28285
Kohn-Sham gap in Ha: 0.3033
Energy relative to the best compared isomer or geometry (same formula, charge and spin) in eV: 7.336

3.
This record from OMol25 describes an isolated molecule of CH4N2O2 at a distorted geometry. The level of theory is ωB97M-V with the def2-TZVPD basis set.

Last column: Mulliken charge in e.
Atoms and positions in Å:
N 0.4907 -1.3184 -0.1894  -0.620
C 0.1210 0.2978 -0.5975  -0.305
N -0.4000 0.9490 0.4909  0.833
O -1.4294 1.5708 0.4849  -0.539
O 0.2130 0.8171 1.5344  -0.541
H -0.3383 -1.7993 -0.2590  0.238
H 0.7105 -1.2559 0.8574  0.303
H 1.1028 0.6087 -0.8202  0.250
H -0.4703 0.1301 -1.5016  0.383

Force components x, y, z for each atom (eV/Å):
N 2.0 4.7 1.4
C 1.7 -6.8 -2.5
N -1.4 1.4 4.1
O -1.1 0.5 -1.5
O 1.1 -0.2 0.3
H -2.6 -1.3 -0.2
H -0.3 -0.1 -2.0
H 0.9 0.9 -0.2
H -0.3 0.9 0.6

Summary:
Spin multiplicity: 1
Strongest force on any atom in hartree/bohr: 0.1441
Highest occupied orbital energy in eV: -10.7
SMILES string: NC[N+](=O)[O-]
DFT total energy in eV: -8172.84032
Kohn-Sham gap in Ha: 0.3799
Energy relative to the best compared isomer or geometry (same formula, charge and spin) in eV: 3.845